[1]
This record from the Open Molecules 2025 dataset describes the molecule C18H22ClN3O4 at a distorted geometry. The level of theory is the ωB97M-V functional and the def2-TZVPD basis.

Element x y z (Å)
C 5.2040 0.9863 0.0816
O 4.4088 2.1271 0.3075
C 3.5855 2.5598 -0.6852
C 3.5935 2.0350 -1.9720
C 2.7673 2.5639 -2.9504
Cl 2.8166 1.8832 -4.5383
C 1.9194 3.6201 -2.6790
C 1.8855 4.1229 -1.3911
C 2.6918 3.6084 -0.3864
O 2.5751 4.1973 0.8496
C 2.5420 3.3456 1.9857
C 1.5556 2.2399 1.7980
C 0.1914 2.2181 1.7932
C -0.1284 0.8751 1.4591
C -1.5195 0.3705 1.3446
O -2.4595 1.1108 1.5954
N -1.6968 -0.9049 0.9636
C -0.6912 -1.8722 0.5798
C -1.4852 -3.1407 0.2743
C -2.8673 -2.6252 -0.1489
N -3.9168 -3.6131 0.0362
C -3.6828 -4.8025 -0.7601
C -5.2269 -3.0623 -0.2566
C -3.0395 -1.4200 0.7804
N 0.9713 0.1813 1.2813
O 2.0121 1.0134 1.4857
H 5.9450 1.1628 -0.7038
H 5.7171 0.7993 1.0235
H 4.5890 0.1190 -0.1737
H 4.2504 1.2213 -2.2302
H 1.2869 4.0310 -3.4483
H 1.2224 4.9339 -1.1363
H 2.2299 3.9963 2.8061
H 3.5294 2.9214 2.1938
H -0.5000 3.0075 1.9928
H 0.0365 -2.0147 1.3804
H -0.1481 -1.5160 -0.3021
H -0.9987 -3.7375 -0.4936
H -1.6056 -3.7439 1.1743
H -2.8246 -2.2758 -1.1996
H -4.5027 -5.4993 -0.5955
H -3.6206 -4.5847 -1.8378
H -2.7597 -5.2825 -0.4451
H -5.4415 -2.2386 0.4191
H -5.9743 -3.8381 -0.0991
H -5.3106 -2.7010 -1.2933
H -3.6741 -0.6277 0.3796
H -3.4518 -1.7500 1.7406

Atoms 1-6, force components in eV/Å:
C 0.1211 -0.1999 -0.0102
O -0.2187 0.4364 -0.0526
C -0.1213 0.1847 -0.0144
C 0.0521 -0.0391 0.0763
C -0.0582 0.1776 0.2394
Cl 0.0065 -0.0984 -0.2395

The value obtained for the energy relative to the best compared isomer or geometry (same formula, charge and spin) is 12.43 kcal per mole. As for the SMILES: COc1cc(Cl)ccc1OCc1cc(C(=O)N2CC[C@@H](N(C)C)C2)no1. The HOMO-LUMO gap comes out at 9.14 eV. The calculation puts the LUMO energy at 0.65 eV.

Mulliken atomic charge list, values in e, 8 entries: atom 1 (C): -0.963, atom 2 (O): -0.328, atom 3 (C): 0.930, atom 4 (C): -0.656, atom 5 (C): 0.050, atom 6 (Cl): -0.226, atom 7 (C): -0.684, atom 8 (C): -0.420



[2]
This record from the Open Molecules 2025 dataset describes a cluster of 3 separate species, C18H22F16O2P in total. The level of theory is the ωB97M-V functional and the def2-TZVPD basis.

Element x y z (Å)
C 5.1152 1.4655 -0.7550
C 3.7612 2.0997 -0.9890
C 3.4183 2.6844 -2.2032
C 2.1628 3.2582 -2.3926
C 1.2238 3.2688 -1.3561
C -0.1466 3.8353 -1.5476
P -1.5493 2.4937 -1.2374
C 1.5842 2.6863 -0.1320
C 2.8241 2.1008 0.0500
H 5.7388 1.5956 -1.6346
H 5.5806 1.9491 0.0990
H 5.0094 0.4087 -0.5326
H 4.1428 2.6876 -3.0077
H 1.8866 3.7003 -3.3364
H -0.2823 4.1828 -2.5703
H -0.2901 4.6344 -0.8244
H -1.3974 2.7313 0.2269
H -2.5648 3.5567 -1.3475
H -1.6818 2.2521 -2.7231
H -0.5610 1.3977 -1.1962
H -2.6030 1.5308 -0.9585
H 0.8413 2.6901 0.6514
H 3.0542 1.6308 0.9917
C -4.6069 -1.3189 -3.3513
C -4.0845 -1.2184 -1.9104
C -2.5793 -1.0133 -1.7330
F -1.8987 -2.0921 -2.2092
F -2.3034 -0.9397 -0.4134
F -4.5062 -2.2970 -1.1961
F -4.6921 -0.1279 -1.3831
O -4.8637 -2.6185 -3.8739
C -3.9194 -3.3312 -4.5543
C -3.6250 -4.6654 -3.8634
F -3.1428 -4.4703 -2.6248
F -2.6946 -5.3388 -4.5845
F -2.7983 -2.6356 -4.7914
F -4.4527 -3.6507 -5.7632
H -5.5935 -0.8608 -3.3178
H -4.0095 -0.7171 -4.0353
H -2.2339 -0.1033 -2.2383
H -4.5366 -5.2638 -3.8046
C 1.0918 -1.9645 3.9074
C 0.6132 -1.8676 5.3636
C -0.0700 -0.5715 5.8023
F 0.7762 0.4729 5.7357
F -0.4636 -0.7082 7.0945
F 1.6241 -2.1658 6.2110
F -0.3394 -2.8350 5.5088
O 2.4635 -1.7281 3.6530
C 2.9227 -0.4682 3.3561
C 3.9982 -0.0138 4.3444
F 3.5060 0.0192 5.6000
F 4.4033 1.2310 4.0117
F 1.9262 0.4255 3.2631
F 3.5146 -0.5353 2.1463
H 0.9549 -3.0117 3.6430
H 0.4525 -1.3917 3.2349
H -0.9508 -0.3700 5.1869
H 4.8506 -0.6953 4.3107

Atoms 1-6, force components in eV/Å:
C -0.5338 0.4256 -0.1583
C 0.0368 -0.1529 0.1857
C -0.1030 -0.0536 0.2016
C -0.0394 -0.3253 0.6260
C -0.0592 0.2484 -0.4101
C 0.4677 -0.6440 0.1044

The value obtained for the energy relative to the best compared isomer or geometry (same formula, charge and spin) is 0.00 kcal per mole. The HOMO-LUMO gap comes out at 6.01 eV. As for the net charge: -1. The calculation puts the LUMO energy at 2.48 eV.

Mulliken atomic charge list, values in e, 8 entries: atom 1 (C): -1.354, atom 2 (C): 0.825, atom 3 (C): -0.515, atom 4 (C): -0.889, atom 5 (C): 0.885, atom 6 (C): -1.369, atom 7 (P): 0.162, atom 8 (C): -0.557



[3]
This record from the Open Molecules 2025 dataset describes the molecule C18H22FN3O3. The level of theory is the ωB97M-V functional and the def2-TZVPD basis.

Element x y z (Å)
C 1.7601 1.2754 1.5804
N 1.7420 1.7161 0.1969
C 2.9991 1.3940 -0.4681
C 3.3958 -0.0747 -0.3394
O 4.4720 -0.3854 0.1399
N 2.5445 -0.9965 -0.8359
C 2.8669 -2.4016 -0.6785
C 2.0766 -3.0097 0.4907
C 0.6620 -2.5748 0.3382
N -0.4182 -3.1037 0.9981
C -1.5456 -2.4346 0.6073
C -2.8701 -2.5875 0.9937
C -3.8076 -1.7467 0.4310
C -3.4136 -0.7880 -0.5027
F -4.3728 0.0230 -1.0211
C -2.1139 -0.6199 -0.9164
C -1.1569 -1.4526 -0.3415
C 0.2523 -1.5654 -0.4864
C 1.1971 -0.7458 -1.3063
C 1.4449 3.1319 0.0851
C -0.0498 3.4649 0.1515
O -0.7465 2.9013 -0.9204
C -2.0939 2.9000 -0.5032
C -1.9770 2.5501 0.9852
O -0.6877 3.0258 1.3354
H 0.8326 1.5770 2.0579
H 1.8388 0.1900 1.6076
H 2.6058 1.7036 2.1382
H 3.8424 1.9692 -0.0500
H 2.9073 1.6375 -1.5315
H 3.9401 -2.4806 -0.5005
H 2.6080 -2.9192 -1.6068
H 2.1651 -4.0985 0.4825
H 2.4882 -2.6453 1.4374
H -0.3829 -3.8504 1.6709
H -3.1614 -3.3369 1.7138
H -4.8498 -1.8157 0.6982
H -1.8433 0.1219 -1.6492
H 0.9507 0.3107 -1.1990
H 1.1293 -1.0274 -2.3677
H 1.7763 3.4871 -0.8932
H 1.9539 3.7234 0.8631
H -0.1416 4.5751 0.1102
H -2.5316 3.9004 -0.6316
H -2.6510 2.1745 -1.0891
H -2.0152 1.4662 1.1455
H -2.7297 3.0448 1.6029

Atoms 1-6, force components in eV/Å:
C -0.0702 -0.0210 0.1171
N 0.0989 0.2071 -0.0039
C 0.0100 0.1523 0.1164
C 0.0930 0.3572 -0.1511
O 0.2416 0.0665 0.2057
N -0.1251 -0.3074 -0.1201

The value obtained for the energy relative to the best compared isomer or geometry (same formula, charge and spin) is 4.65 kcal per mole. As for the SMILES: CN(CC(=O)N1CCc2[nH]c3ccc(F)cc3c2C1)CC1OCCO1. The HOMO-LUMO gap comes out at 8.75 eV. The calculation puts the LUMO energy at 0.72 eV.

Mulliken atomic charge list, values in e, 8 entries: atom 1 (C): -1.065, atom 2 (N): 0.649, atom 3 (C): -1.017, atom 4 (C): 0.878, atom 5 (O): -0.695, atom 6 (N): 0.135, atom 7 (C): -1.097, atom 8 (C): -0.692



[4]
This record from the Open Molecules 2025 dataset describes the molecule C18H22FN3O5S3 at a distorted geometry. The level of theory is the ωB97M-V functional and the def2-TZVPD basis.

Element x y z (Å)
C 1.9745 2.4466 -4.4288
S 2.1435 0.6737 -4.0681
C 3.4704 0.7313 -2.8169
C 2.9727 1.2118 -1.4634
C 1.9545 0.2398 -0.8604
N 0.9183 0.9776 -0.1486
S -0.5587 0.2377 0.1440
O -0.8853 0.4650 1.5178
O -0.4948 -1.1125 -0.3542
C -1.6885 1.1516 -0.8856
C -2.9545 1.3940 -0.3850
C -3.8682 2.0779 -1.1701
C -3.4793 2.4913 -2.4339
F -4.3597 3.1614 -3.1996
C -2.2162 2.2365 -2.9443
C -1.3103 1.5507 -2.1535
C 2.6166 -0.7234 0.1408
O 3.4825 -0.3438 0.9042
N 2.1361 -1.9831 0.1003
C 2.2767 -2.8708 1.2521
C 1.0671 -2.6056 2.1100
C -0.1619 -3.1343 1.7265
C -1.3334 -2.6020 2.2320
C -1.2587 -1.5621 3.1334
S -2.7310 -0.6322 3.4651
N -3.5961 -1.7334 4.4263
O -3.5097 -0.4706 2.2688
O -2.4425 0.5174 4.2711
C -0.0502 -1.1107 3.6227
C 1.1204 -1.6324 3.1025
H 1.2492 2.5312 -5.2309
H 2.9330 2.8407 -4.7545
H 1.6181 2.9779 -3.5508
H 4.2566 1.3796 -3.2037
H 3.8489 -0.2879 -2.7501
H 3.8161 1.3026 -0.7740
H 2.5082 2.1945 -1.5606
H 1.4421 -0.3188 -1.6483
H 1.2593 1.4133 0.6961
H -3.2046 1.0325 0.6018
H -4.8656 2.2881 -0.8189
H -1.9623 2.5667 -3.9390
H -0.3226 1.3215 -2.5183
H 1.2641 -2.1067 -0.4040
H 2.3175 -3.9012 0.8942
H 3.2061 -2.6091 1.7600
H -0.2014 -3.9092 0.9756
H -2.2986 -2.9287 1.8820
H -3.5832 -1.4565 5.3949
H -4.5433 -1.8413 4.1003
H -0.0489 -0.2995 4.3323
H 2.0770 -1.2372 3.4106

Atoms 1-6, force components in eV/Å:
C 0.1216 -0.4950 0.2570
S 0.1419 0.0857 -0.1315
C -0.4179 0.1364 -0.2294
C -0.0264 -0.1549 0.0930
C 0.2173 -0.0967 -0.1133
N -0.8897 -0.2941 0.2164

The value obtained for the energy relative to the best compared isomer or geometry (same formula, charge and spin) is 3.01 kcal per mole. As for the SMILES: CSCC[C@H](NS(=O)(=O)c1ccc(F)cc1)C(=O)NCc1ccc(S(N)(=O)=O)cc1. The HOMO-LUMO gap comes out at 9.58 eV. The calculation puts the LUMO energy at 0.59 eV.

Mulliken atomic charge list, values in e, 8 entries: atom 1 (C): -0.898, atom 2 (S): -0.074, atom 3 (C): -0.873, atom 4 (C): -1.082, atom 5 (C): 0.390, atom 6 (N): -0.468, atom 7 (S): 1.848, atom 8 (O): -0.594